--- i ---
Density functional theory data (ωB97M-V with the def2-TZVPD basis set) for 4 unconnected molecules or ions with the total composition H3NO4.

HOMO-LUMO gap (alpha / beta) ... 0.3030 / 0.3463 Ha
LUMO energy (alpha / beta) ... -1.750 / -1.433 eV
E_HOMO (alpha / beta) ... -10.0 / -10.9 eV

ORCA input file:
```
! wB97M-V def2-TZVPD RIJCOSX def2/J DEFGRID3
* xyz 0 1
N -1.322 0.346 -0.295
O -2.104 -0.505 -0.044
O -1.265 1.218 -1.095
H -0.443 0.822 1.186
O 0.713 -0.396 0.094
O 1.762 -1.233 -0.243
H 2.346 -0.665 -0.774
H 0.312 0.412 1.172
*
```


--- ii ---
Density functional theory data (ωB97M-V with the def2-TZVPD basis set) for a molecular structure, H3NO4.

HOMO-LUMO gap (alpha / beta) ... 0.3237 / 0.3234 Ha
LUMO energy (alpha / beta) ... -0.815 / -0.821 eV
E_HOMO (alpha / beta) ... -9.6 / -9.6 eV

ORCA input file:
```
! wB97M-V def2-TZVPD RIJCOSX def2/J DEFGRID3
* xyz 0 1
N -1.964 0.060 -1.360
O 0.365 0.756 -1.882
O 1.266 -0.591 1.903
O -1.302 0.880 -1.803
O -0.100 -0.935 1.769
H -0.468 -0.914 2.749
H 0.463 1.511 -2.356
H 1.740 -0.767 0.980
*
```


--- iii ---
Density functional theory data (ωB97M-V with the def2-TZVPD basis set) for 2 unconnected molecules or ions with the total composition H3NO4.

HOMO-LUMO gap (alpha / beta) ... 0.3308 / 0.3308 Ha
LUMO energy (alpha / beta) ... -1.083 / -1.082 eV
E_HOMO (alpha / beta) ... -10.1 / -10.1 eV

ORCA input file:
```
! wB97M-V def2-TZVPD RIJCOSX def2/J DEFGRID3
* xyz 0 1
N -0.217 -0.844 1.055
O 2.072 -1.123 0.627
O -1.105 0.921 -1.138
O 0.559 -1.200 0.232
O -1.339 1.442 0.220
H -1.476 0.460 0.764
H 2.621 -1.395 -0.043
H -1.113 1.738 -1.717
*
```


Which structure wins on stability? ii wins.


--- i ---
Density functional theory data (ωB97M-V with the def2-TZVPD basis set) for 8 unconnected molecules or ions with the total composition C33H34BF4O19.

HOMO-LUMO gap ... 0.2088 Ha
LUMO energy ... -0.590 eV
E_HOMO ... -6.3 eV

ORCA input file:
```
! wB97M-V def2-TZVPD RIJCOSX def2/J DEFGRID3
* xyz -1 1
B 0.075 -0.300 -0.592
F -0.090 -0.878 -1.761
F -0.767 0.888 -0.554
F -0.365 -1.319 0.361
F 1.347 0.107 -0.317
C 1.185 -0.330 -7.214
C -0.078 0.533 -7.164
C -0.708 0.786 -5.877
O -1.797 1.320 -5.761
C -0.157 0.319 -4.682
C 1.193 -0.634 -4.719
C 1.734 -0.891 -6.076
O 2.733 -1.758 -6.120
O 1.689 -1.415 -3.669
O -0.717 0.988 -8.291
H 1.537 -0.799 -8.033
H -0.304 0.674 -3.634
H 1.152 -1.604 -2.772
H -1.383 1.517 -8.120
C -1.521 6.593 0.784
C -1.560 5.241 0.146
C -1.756 5.026 -1.289
O -1.605 3.903 -1.843
C -1.984 6.148 -2.103
C -2.018 7.563 -1.509
C -1.754 7.783 -0.010
O -1.757 8.903 0.440
O -2.341 8.677 -2.269
O -1.384 4.211 0.981
H -1.396 6.596 1.794
H -2.339 6.110 -3.169
H -2.439 9.451 -1.577
H -1.567 3.434 0.528
C 5.939 -0.850 3.512
C 5.646 0.297 4.468
C 4.502 1.092 4.286
O 4.222 1.984 5.025
C 3.579 0.608 3.237
C 3.851 -0.497 2.381
C 5.074 -1.278 2.399
O 5.347 -2.261 1.642
O 2.999 -0.910 1.325
O 6.606 0.601 5.400
H 6.852 -1.328 3.688
H 2.654 1.113 3.270
H 2.529 -0.158 1.097
H 6.335 1.370 5.728
C -0.885 1.927 6.630
C -0.059 3.167 6.046
C 0.339 3.053 4.607
O 1.109 3.905 4.183
C -0.206 1.923 3.860
C -1.012 0.875 4.471
C -1.225 0.848 6.007
O -1.754 -0.144 6.569
O -1.394 -0.246 3.754
O 0.401 4.198 6.828
H -0.888 1.894 7.532
H 0.082 1.736 2.570
H -1.369 -0.208 2.839
H 1.202 4.667 6.597
C -1.843 -2.911 -4.000
C -1.637 -2.989 -5.508
O -2.289 -2.198 -6.259
C -0.711 -4.028 -6.137
H -2.483 -3.763 -3.834
H -2.398 -2.106 -3.598
H -0.812 -2.937 -3.464
H -0.512 -3.961 -7.098
H -1.337 -5.085 -5.917
H 0.110 -3.788 -5.514
C 0.936 -4.611 1.312
C 1.869 -4.384 2.416
O 2.964 -4.763 2.398
C 1.221 -3.365 3.414
H 0.188 -3.862 1.150
H 0.208 -5.573 1.561
H 1.298 -4.734 0.317
H 1.880 -2.951 4.487
H 0.492 -3.833 3.942
H 1.109 -2.477 3.010
C -4.826 -4.903 0.587
C -4.056 -4.106 -0.487
O -4.275 -4.238 -1.695
C -3.012 -3.039 -0.029
H -5.003 -4.276 1.532
H -4.160 -5.638 0.881
H -5.800 -5.295 0.223
H -2.041 -3.564 0.038
H -3.275 -2.842 0.926
H -3.136 -1.997 -0.513
*
```


--- ii ---
Density functional theory data (ωB97M-V with the def2-TZVPD basis set) for 8 unconnected molecules or ions with the total composition C33H34BF4O19.

HOMO-LUMO gap ... 0.2260 Ha
LUMO energy ... -0.735 eV
E_HOMO ... -6.9 eV

ORCA input file:
```
! wB97M-V def2-TZVPD RIJCOSX def2/J DEFGRID3
* xyz -1 1
B 3.306 -9.113 7.677
F 3.601 -9.758 6.488
F 3.695 -9.855 8.780
F 3.860 -7.870 7.767
F 1.940 -8.921 7.789
C 4.799 -15.458 5.310
C 5.459 -15.390 6.682
C 5.292 -14.300 7.473
O 5.948 -14.376 8.591
C 4.694 -13.065 6.917
C 3.814 -13.165 5.621
C 3.933 -14.343 4.725
O 3.443 -14.402 3.669
O 3.340 -12.044 5.008
O 6.184 -16.510 7.134
H 4.964 -16.295 4.832
H 4.623 -12.166 7.367
H 3.112 -11.378 5.746
H 6.433 -16.317 8.010
C 2.095 -10.058 14.600
C 2.393 -10.215 13.090
C 2.316 -11.430 12.302
O 2.575 -11.664 11.180
C 1.985 -12.553 13.149
C 1.796 -12.523 14.615
C 1.807 -11.176 15.328
O 1.554 -11.082 16.538
O 1.571 -13.595 15.455
O 2.858 -9.132 12.350
H 2.376 -9.152 14.974
H 2.073 -13.632 12.557
H 1.374 -13.272 16.397
H 2.974 -9.450 11.485
C -3.447 -5.567 4.523
C -3.753 -4.772 5.762
C -3.016 -5.034 6.966
O -3.323 -4.385 8.002
C -1.937 -5.938 6.971
C -1.592 -6.719 5.703
C -2.321 -6.452 4.463
O -1.875 -7.061 3.445
O -0.616 -7.678 5.752
O -4.766 -3.685 5.833
H -3.955 -5.260 3.650
H -1.303 -6.118 7.841
H -0.264 -7.592 6.575
H -4.760 -3.604 6.629
C 0.759 -2.119 10.237
C -0.192 -3.149 10.907
C 0.200 -4.580 10.927
O -0.570 -5.329 11.550
C 1.408 -5.019 10.312
C 2.378 -4.051 9.643
C 2.032 -2.617 9.703
O 2.788 -1.806 9.217
O 3.443 -4.560 8.784
O -1.400 -2.815 11.382
H 0.471 -1.108 10.320
H 1.407 -6.154 10.079
H 3.465 -5.530 9.013
H -1.735 -3.675 11.832
C 7.207 -10.782 5.988
C 7.625 -12.035 5.195
O 8.161 -12.971 5.779
C 7.195 -12.037 3.718
H 7.565 -11.108 6.851
H 6.192 -10.694 5.863
H 7.573 -9.846 5.442
H 7.865 -12.698 3.259
H 7.482 -11.133 3.251
H 6.230 -12.241 3.548
C 4.424 -6.280 4.646
C 3.458 -5.166 4.275
O 2.515 -5.461 3.457
C 3.652 -3.685 4.641
H 4.342 -6.978 5.527
H 5.389 -5.726 4.930
H 4.883 -6.995 3.983
H 2.705 -3.192 4.726
H 4.296 -3.271 3.928
H 4.303 -3.549 5.639
C 8.730 -10.142 9.697
C 7.652 -10.674 10.624
O 7.664 -10.621 11.798
C 6.401 -11.215 9.995
H 9.513 -9.741 10.325
H 8.476 -9.279 9.007
H 9.371 -11.103 9.116
H 5.551 -11.116 10.772
H 6.430 -12.267 9.635
H 6.160 -10.658 9.134
*
```


Which structure wins on stability? ii wins.


--- i ---
Density functional theory data (ωB97M-V with the def2-TZVPD basis set) for 2 unconnected molecules or ions with the total composition C4H15N2O.

HOMO-LUMO gap ... 0.4185 Ha
LUMO energy ... -2.709 eV
E_HOMO ... -14.1 eV

ORCA input file:
```
! wB97M-V def2-TZVPD RIJCOSX def2/J DEFGRID3
* xyz 1 1
C -0.127 -2.282 -0.035
C -0.060 -0.777 -0.314
C -1.287 -0.255 -1.066
C -1.226 1.213 -1.436
N -0.866 2.083 -0.270
N 0.092 -0.051 0.989
H 0.127 -2.839 -0.936
H -1.141 -2.543 0.297
H 0.578 -2.550 0.751
H 0.825 -0.599 -0.908
H -1.390 -0.833 -1.974
H -2.159 -0.445 -0.435
H -2.207 1.530 -1.808
H -0.524 1.452 -2.227
H -1.705 2.545 0.060
H -0.297 2.844 -0.626
H 1.040 -0.245 1.357
H -0.550 -0.466 1.661
H -0.070 0.972 0.862
H 3.226 0.820 1.577
H 3.624 -0.648 1.711
O 2.860 -0.072 1.570
*
```


--- ii ---
Density functional theory data (ωB97M-V with the def2-TZVPD basis set) for 2 unconnected molecules or ions with the total composition C4H15N2O.

HOMO-LUMO gap ... 0.4211 Ha
LUMO energy ... -2.735 eV
E_HOMO ... -14.2 eV

ORCA input file:
```
! wB97M-V def2-TZVPD RIJCOSX def2/J DEFGRID3
* xyz 1 1
C -0.123 1.795 -1.545
C -0.418 0.519 -0.902
C 0.349 -0.684 -1.552
C 0.275 -1.977 -0.686
N 1.149 -1.786 0.451
N 0.057 0.640 0.569
H 0.927 2.022 -1.400
H -0.944 2.587 -1.255
H -0.083 1.808 -2.682
H -1.434 0.283 -0.618
H -0.278 -0.755 -2.478
H 1.378 -0.506 -1.690
H 0.492 -2.861 -1.324
H -0.699 -2.096 -0.268
H 2.172 -1.781 0.210
H 0.916 -2.536 1.080
H -0.796 0.741 1.132
H 0.616 1.454 0.740
H 0.557 -0.304 0.807
H -1.332 0.427 3.920
H -1.729 1.776 3.967
O -1.052 1.237 3.524
*
```


Which structure wins on stability? i wins.